(1)
A molecular structure, C24H22BF6N5O6S8V, computed with ωB97M-V/def2-TZVPD.

Structure (XYZ):
```
73
Properties=species:S:1:pos:R:3:lowdin_spin:R:1
V 0.32 -0.73 1.06 1.08
S 0.27 5.43 -1.60 0.00
C -0.20 4.39 -0.41 0.00
S 0.74 3.02 0.06 0.00
C -0.53 2.49 1.11 0.01
N -1.54 3.28 1.16 -0.01
N -1.35 4.36 0.33 0.00
C -2.44 5.29 0.28 0.00
C -2.20 6.65 0.14 0.00
C -3.28 7.52 0.14 0.00
C -4.58 7.05 0.28 0.00
C -4.80 5.69 0.44 0.00
C -3.73 4.80 0.44 0.00
S -0.67 0.98 2.02 -0.04
H -1.19 7.02 0.03 0.00
H -3.10 8.58 0.03 0.00
H -5.41 7.74 0.28 0.00
H -5.80 5.30 0.56 0.00
H -3.89 3.74 0.57 0.00
F 1.40 -4.13 -1.66 0.00
C 1.36 -3.86 -0.36 0.00
F 2.01 -4.77 0.33 0.00
F 0.10 -3.78 0.03 0.00
S 2.24 -2.23 -0.20 0.00
O 1.32 -1.25 -0.83 0.00
O 3.53 -2.44 -0.75 0.00
N 2.19 -1.91 1.40 0.00
S 2.90 -0.47 1.73 0.00
O 4.31 -0.43 1.63 0.00
O 2.09 0.54 1.01 0.00
C 2.52 -0.19 3.55 0.00
F 3.60 -0.53 4.23 0.00
F 2.28 1.10 3.69 0.00
F 1.49 -0.90 3.97 0.00
C -1.90 -1.88 -3.54 0.00
C -2.24 -0.94 -2.39 0.00
C -3.73 -0.93 -2.14 0.00
O -1.61 -1.49 -1.19 -0.01
B -0.99 -0.46 -0.54 -0.03
O -1.06 0.73 -1.18 0.00
C -1.60 0.49 -2.52 0.00
C -0.42 0.57 -3.47 0.00
C -2.59 1.61 -2.81 0.00
H -2.37 -2.85 -3.36 0.00
H -0.83 -2.03 -3.63 0.00
H -2.29 -1.48 -4.48 0.00
H -4.06 -1.95 -1.90 0.00
H -4.28 -0.59 -3.01 0.00
H -3.99 -0.29 -1.29 0.00
H 0.35 -0.16 -3.21 0.00
H 0.02 1.56 -3.40 0.00
H -0.73 0.39 -4.50 0.00
H -3.34 1.69 -2.03 0.00
H -3.08 1.44 -3.77 0.00
H -2.05 2.55 -2.85 0.00
S -6.18 0.64 2.72 0.00
C -4.81 -0.26 2.88 0.00
S -3.72 -0.55 1.57 0.00
C -2.62 -1.35 2.63 0.01
N -3.02 -1.45 3.84 -0.01
N -4.26 -0.86 3.98 0.00
C -4.83 -0.91 5.30 0.00
C -3.97 -0.84 6.39 0.00
C -4.49 -0.92 7.67 0.00
C -5.86 -1.07 7.86 0.00
C -6.70 -1.16 6.76 0.00
C -6.19 -1.08 5.47 0.00
S -1.09 -2.06 2.13 -0.02
H -2.91 -0.73 6.23 0.00
H -3.83 -0.86 8.52 0.00
H -6.27 -1.13 8.86 0.00
H -7.77 -1.29 6.90 0.00
H -6.85 -1.15 4.62 0.00
```

multiplicity: 2
E: -174331.7944 eV
⟨S²⟩: 0.783
LUMO (spin up / spin down): -1.686 / -1.142 eV

=====

(2)
A molecular structure, C24H22BiCl2P, computed with ωB97M-V/def2-TZVPD.

Structure (XYZ):
```
50
Properties=species:S:1:pos:R:3:nbo_charge:R:1
C -0.98 -1.54 3.74 -0.35
C -0.83 -2.19 2.48 -0.35
C 0.57 -2.39 2.24 -0.35
H -1.63 -2.44 1.82 0.22
C 1.29 -1.85 3.34 -0.33
C 0.34 -1.31 4.29 -0.38
H 0.56 -0.84 5.22 0.23
H -1.90 -1.18 4.17 0.23
H 1.00 -2.82 1.37 0.22
H 2.35 -1.80 3.45 0.23
Bi 0.18 0.42 2.30 1.47
Cl 2.43 1.47 2.51 -0.63
P 0.19 0.20 -0.31 0.93
C 1.46 -0.89 -0.93 -0.37
C 1.12 -1.60 -2.10 -0.20
H 0.09 -1.54 -2.49 0.23
C 2.12 -2.32 -2.73 -0.24
H 1.85 -2.86 -3.64 0.22
C 3.41 -2.33 -2.20 -0.12
H 4.18 -2.91 -2.71 0.21
C 3.74 -1.62 -1.04 -0.22
H 4.75 -1.63 -0.64 0.23
C 2.76 -0.89 -0.38 -0.18
H 2.98 -0.30 0.53 0.26
C -1.46 -0.28 -0.81 -0.37
C -1.88 -1.62 -0.69 -0.22
H -1.22 -2.39 -0.26 0.24
C -3.16 -1.95 -1.14 -0.15
H -3.49 -2.98 -1.08 0.22
C -3.98 -0.96 -1.69 -0.22
H -4.97 -1.22 -2.06 0.22
C -3.56 0.38 -1.78 -0.20
H -4.18 1.16 -2.20 0.22
C -2.29 0.74 -1.32 -0.19
H -1.92 1.76 -1.37 0.23
C 0.53 1.91 -0.77 -0.39
C 1.06 2.01 -2.07 -0.18
H 1.29 1.08 -2.61 0.23
C 1.24 3.27 -2.60 -0.20
H 1.64 3.33 -3.61 0.22
C 0.93 4.40 -1.84 -0.19
H 1.09 5.38 -2.27 0.22
C 0.43 4.29 -0.53 -0.21
H 0.19 5.18 0.05 0.22
C 0.21 3.04 0.03 -0.11
H -0.18 2.93 1.06 0.20
Cl -3.19 0.57 2.19 -0.04
C -1.82 1.42 2.83 -0.92
H -1.60 2.38 2.33 0.20
H -1.72 1.34 3.92 0.23
```

multiplicity: 1
E: -65415.5990 eV
LUMO: 0.092 eV

=====

(3)
2 unconnected molecules or ions with the total composition C24H22N3, computed with ωB97M-V/def2-TZVPD.

Structure (XYZ):
```
49
Properties=species:S:1:pos:R:3:nbo_charge:R:1
C -5.85 -0.01 2.67 -0.40
N -4.78 0.38 3.56 -0.46
C -5.18 0.38 4.96 -0.41
C -3.44 0.15 3.23 0.25
C -2.79 0.97 2.27 -0.22
C -1.43 0.91 2.11 -0.14
C -0.65 -0.06 2.76 -0.25
C 0.79 -0.01 2.65 0.53
C 1.66 -1.14 2.86 -0.23
C 2.96 -0.66 3.20 0.08
C 3.97 -1.56 3.53 -0.22
C 3.68 -2.92 3.54 -0.15
C 2.42 -3.40 3.14 -0.22
C 1.39 -2.50 2.81 -0.15
C 2.91 0.80 3.22 -0.02
C 1.57 1.21 2.88 -0.09
C 1.23 2.55 2.96 -0.15
C 2.17 3.47 3.45 -0.21
C 3.49 3.07 3.73 -0.14
C 3.87 1.73 3.60 -0.20
C -1.32 -1.00 3.61 -0.07
C -2.67 -0.84 3.88 -0.28
H -5.53 0.05 1.61 0.21
H -6.17 -1.05 2.88 0.18
H -6.72 0.64 2.82 0.21
H -4.44 0.92 5.58 0.21
H -6.15 0.88 5.07 0.22
H -5.27 -0.65 5.35 0.18
H -3.37 1.73 1.74 0.23
H -0.92 1.64 1.48 0.21
H 4.96 -1.18 3.77 0.23
H 4.43 -3.64 3.88 0.24
H 2.23 -4.48 3.10 0.24
H 0.40 -2.85 2.52 0.23
H 0.24 2.90 2.65 0.23
H 1.89 4.51 3.61 0.23
H 4.21 3.81 4.07 0.24
H 4.89 1.40 3.78 0.23
H -0.74 -1.77 4.11 0.22
H -3.15 -1.50 4.61 0.23
N 0.86 -0.18 0.36 -0.46
C 1.44 -1.21 -0.23 0.19
N 1.30 -1.12 -1.59 -0.51
C 0.57 0.02 -1.88 -0.07
C 0.29 0.58 -0.65 -0.09
H 1.96 -2.03 0.23 0.22
H 1.69 -1.80 -2.26 0.44
H 0.30 0.35 -2.86 0.24
H -0.28 1.47 -0.44 0.22
```

multiplicity: 1
E: -29708.5553 eV
LUMO: -4.757 eV
total charge: +1